[1]
{"formula": "C4H8O3", "method": "ωB97M-V with the def2-TZVPD basis set", "lumo_ev": 0.709, "total_energy_ev": -10419.6425, "homo_lumo_gap_ev": 11.06, "e_above_lowest_kcal_mol": 31.4, "species": ["O", "O", "O", "C", "C", "C", "C", "H", "H", "H", "H", "H", "H", "H", "H"], "xyz": [[-0.39008, 2.91164, 0.26459], [-0.38537, -2.77934, -0.17206], [1.07481, 1.26070, -1.13952], [0.70192, -0.70373, 0.16225], [-0.15962, 1.66261, 0.83228], [0.61180, 0.77133, -0.12727], [-0.42997, -1.42821, -0.56700], [0.61364, -0.90474, 1.23490], [0.42950, 1.73729, 1.76245], [-1.10846, 1.17233, 1.10121], [0.14160, 2.91520, -0.55047], [-1.39528, -0.96837, -0.30555], [-1.07997, -3.24870, -0.64928], [1.66186, -1.08344, -0.19719], [-0.28639, -1.31455, -1.64935]], "atomic_forces_ev_per_a": [[0.1, 0.1, -0.1], [-0.2, -0.3, -0.1], [-0.2, -0.2, 0.4], [0.1, 0.0, 0.1], [0.0, -0.3, 0.1], [0.0, 0.1, -0.3], [0.1, 0.5, -0.1], [0.0, 0.1, -0.1], [-0.1, 0.0, -0.1], [0.1, 0.1, -0.1], [-0.1, 0.1, 0.0], [0.1, -0.1, 0.0], [0.1, 0.0, 0.1], [-0.1, 0.0, 0.1], [0.0, 0.0, 0.1]]}

---

[2]
{"formula": "C4H8O3", "method": "ωB97M-V with the def2-TZVPD basis set", "total_charge": 1, "lumo_ev": [-3.311, -9.900], "total_energy_ev": -10410.0262, "multiplicity": 2, "homo_lumo_gap_ev": [12.02, 5.39], "e_above_lowest_kcal_mol": 7.6, "s2": 0.754, "species": ["O", "O", "O", "C", "C", "C", "C", "H", "H", "H", "H", "H", "H", "H", "H"], "xyz": [[2.42525, -0.31889, 1.39971], [-0.52079, 0.95009, -1.12793], [1.62017, 1.64636, 0.58984], [-1.54931, -1.11253, -0.99711], [-0.28302, -0.29630, -0.52417], [1.53856, 0.35278, 1.00018], [0.10048, -0.10788, 0.93662], [-0.47084, 0.73118, 1.35028], [-0.19307, -1.02365, 1.44398], [-1.33618, -2.17344, -0.89374], [2.40602, 2.02591, 1.02313], [0.51121, -0.77014, -1.15491], [-0.15308, 1.67952, -0.57762], [-1.71130, -0.87081, -2.04591], [-2.38411, -0.71220, -0.42236]], "atomic_forces_ev_per_a": [[0.7, 0.1, 0.1], [0.9, -0.9, -0.1], [0.0, -0.1, 0.4], [0.2, 0.0, -0.1], [-1.0, 2.2, -0.2], [-0.3, -0.7, 0.8], [-0.9, 0.0, -1.0], [-0.3, -0.3, -0.1], [0.8, 0.0, 0.4], [-0.2, 0.0, 0.3], [0.1, 0.1, -0.5], [0.0, -0.1, -0.2], [0.0, 0.2, 0.1], [0.0, -0.1, 0.0], [0.0, -0.4, 0.2]]}

---

[3]
{"formula": "C4H8O3PS", "method": "ωB97M-V with the def2-TZVPD basis set", "total_charge": -1, "lumo_ev": 3.204, "total_energy_ev": -30545.8535, "homo_lumo_gap_ev": 7.61, "e_above_lowest_kcal_mol": 62.6, "species": ["S", "P", "O", "O", "O", "C", "C", "C", "C", "H", "H", "H", "H", "H", "H", "H", "H"], "xyz": [[-0.42652, 1.73841, 0.47581], [1.35153, 1.74109, -0.76989], [1.08375, 2.49627, -2.01894], [0.87463, -0.87648, -1.03593], [2.60752, 1.67367, 0.00047], [-0.25173, -0.85671, -0.38268], [0.69204, -0.28140, 1.76886], [-1.50792, -0.66876, -1.38064], [-0.50904, -0.04323, 0.87489], [1.24768, -1.16644, 1.57893], [-1.31701, 0.25454, -1.89278], [0.36950, -0.18180, 2.76432], [-2.40671, -0.84949, -0.82306], [1.38315, 0.40953, 1.50555], [-0.35305, -1.85359, 0.11751], [-1.36540, -1.45755, -2.10627], [-1.47243, -0.07806, 1.32386]], "atomic_forces_ev_per_a": [[0.3, 0.8, -1.1], [-1.0, -0.6, 0.0], [0.3, -0.7, 0.7], [2.2, 3.0, -0.1], [-0.3, -0.1, -0.4], [-4.1, -2.2, -0.8], [-1.8, -1.2, 0.3], [2.4, -1.3, 1.0], [2.9, 1.5, -0.7], [-0.2, -1.5, 0.0], [-0.6, 0.7, 0.0], [0.1, 0.1, 1.6], [-0.9, 0.5, 0.0], [2.2, 2.3, -0.1], [-0.5, -0.4, -0.3], [-0.2, -0.3, -0.3], [-0.8, -0.8, 0.2]]}

---

[4]
{"formula": "C4H8O3Pb", "method": "ωB97M-V with the def2-TZVPD basis set", "total_charge": 1, "lumo_ev": [-4.958, -6.718], "total_energy_ev": -15655.6307, "multiplicity": 2, "homo_lumo_gap_ev": [8.62, 6.81], "e_above_lowest_kcal_mol": 44.1, "s2": 0.758, "species": ["Pb", "O", "O", "O", "C", "C", "C", "C", "H", "H", "H", "H", "H", "H", "H", "H"], "xyz": [[0.69591, -1.54215, -0.83045], [-1.30420, -1.53677, -0.44706], [1.63098, 0.65900, 0.08501], [0.26373, 0.41316, -0.23968], [-1.70588, -0.44064, 0.11932], [1.96088, 1.94887, -0.41852], [1.61614, 2.92851, 0.67906], [-2.80998, 0.29920, -0.44515], [0.52667, 3.04843, 0.75616], [2.08051, 3.90228, 0.47606], [3.03285, 1.96306, -0.66999], [1.43352, 2.20633, -1.34919], [-3.16400, 1.21696, 0.02328], [-3.19431, 0.02104, -1.42697], [-1.58088, -0.34701, 1.21144], [1.96389, 2.54293, 1.64650]], "atomic_forces_ev_per_a": [[3.2, -1.0, -1.0], [-2.8, 1.5, 0.8], [0.6, -0.1, -0.4], [-0.3, 0.3, -0.3], [-2.8, -1.5, 0.8], [0.4, 1.1, 0.2], [-0.1, 0.5, 0.1], [1.3, 0.1, -0.3], [0.3, 0.1, -0.1], [-0.2, -0.2, 0.2], [-0.2, -0.3, 0.4], [-0.1, -0.5, 0.2], [0.0, -0.4, 0.0], [0.1, 0.0, 0.3], [0.5, 0.3, -0.6], [0.1, 0.2, -0.3]]}

---

[5]
{"formula": "C4H8O3S", "method": "ωB97M-V with the def2-TZVPD basis set", "lumo_ev": 0.534, "total_energy_ev": -21254.2421, "homo_lumo_gap_ev": 9.20, "e_above_lowest_kcal_mol": 34.0, "species": ["S", "O", "O", "O", "C", "C", "C", "C", "H", "H", "H", "H", "H", "H", "H", "H"], "xyz": [[2.76525, -0.12725, 0.34116], [0.54449, -1.18959, -0.59277], [-0.89476, 1.07700, -0.67740], [-2.09265, -1.34205, -0.16809], [1.23481, -0.10512, -0.18256], [0.41638, 1.18058, -0.20978], [-1.91709, 1.01649, 0.22046], [-2.06201, -0.38031, 0.85512], [-0.35805, -0.96560, -0.90524], [-2.86965, -1.10975, -0.67444], [-1.84016, 1.78457, 0.98066], [0.34305, 1.53019, 0.82560], [-2.76124, 1.27836, -0.35352], [-1.20815, -0.63100, 1.53189], [0.94571, 1.88089, -0.87146], [-2.98474, -0.36438, 1.41464]], "atomic_forces_ev_per_a": [[-0.1, -0.1, -0.1], [1.2, 0.6, 0.2], [1.2, -0.2, -2.1], [-0.2, -0.4, 0.0], [-1.3, -0.9, -0.5], [0.3, 0.4, 0.5], [0.1, -0.8, 1.6], [0.8, 1.0, 0.3], [0.1, 0.1, 0.3], [-0.3, -0.3, -0.5], [0.2, 0.3, 0.5], [0.6, 0.3, -0.1], [-1.5, 0.0, -0.6], [-0.7, 0.2, -0.5], [-0.1, 0.0, 0.5], [-0.3, -0.2, 0.5]]}

---

[6]
{"formula": "C4H8O3Tb", "method": "ωB97M-V with the def2-TZVPD basis set", "total_charge": 2, "lumo_ev": [-11.114, -9.789], "total_energy_ev": -32829.8429, "multiplicity": 8, "homo_lumo_gap_ev": [6.82, 8.33], "e_above_lowest_kcal_mol": 90.8, "s2": 15.834, "species": ["Tb", "O", "O", "O", "C", "C", "C", "C", "H", "H", "H", "H", "H", "H", "H", "H"], "xyz": [[0.67618, 1.78080, 0.28393], [-1.09211, 0.51358, -0.04234], [2.38656, 1.39421, -0.39881], [1.37641, -0.37910, 0.60498], [2.61951, 0.11268, -0.03842], [0.52185, -1.21100, -0.13434], [-0.88462, -0.86458, 0.16179], [-2.46348, 0.92944, -0.00431], [-0.36535, -2.23128, -0.12450], [-2.91334, 0.63094, 0.95092], [0.84044, -1.34128, -1.17735], [-2.47010, 2.01941, -0.09563], [-1.45936, -1.26483, 1.00261], [3.39089, 0.00321, 0.74210], [2.83373, -0.56403, -0.88517], [-2.99720, 0.47184, -0.84546]], "atomic_forces_ev_per_a": [[-2.1, 2.1, 1.3], [-0.9, -0.4, -0.5], [1.7, 0.5, -1.1], [0.7, 0.1, 1.5], [1.8, -3.1, 0.0], [-4.6, -2.0, -1.8], [1.7, 1.4, 0.0], [-1.3, 0.5, 0.1], [3.4, -0.7, 0.7], [0.1, 0.1, -0.2], [-0.2, 0.6, 0.2], [-0.2, -0.1, 0.0], [0.0, 0.2, -0.2], [-0.2, 0.2, -0.4], [0.0, 0.4, 0.3], [0.1, 0.2, 0.2]]}